(1)
This record from the Open Molecules 2025 dataset describes a structure of composition C10H9BrF5N3O6TeTi. The level of theory is wB97M-V/def2-TZVPD.

Structure (XYZ):
```
36
Properties=species:S:1:pos:R:3
Ti 0.35 0.13 -0.58
N 2.55 0.34 -0.39
C 3.33 -0.85 -0.70
C 2.58 -1.69 -1.72
O 3.16 -2.61 -2.32
N 1.31 -1.33 -1.82
C 0.49 -2.10 -2.72
C -0.94 -1.59 -2.64
O -1.81 -2.02 -3.39
O -1.13 -0.71 -1.71
H 2.71 1.11 -1.04
H 2.70 0.72 0.53
H 3.42 -1.45 0.21
H 4.34 -0.63 -1.06
H 0.49 -3.16 -2.44
H 0.84 -2.06 -3.75
Br -2.87 2.01 -0.85
C -2.73 0.79 0.57
C -3.77 0.74 1.48
C -3.67 -0.13 2.55
C -2.54 -0.92 2.67
C -1.55 -0.79 1.71
N -1.64 0.04 0.67
C -0.26 -1.57 1.80
O -0.12 -2.37 2.72
O 0.56 -1.33 0.85
H -4.62 1.39 1.36
H -4.46 -0.19 3.28
H -2.38 -1.61 3.48
F 1.48 3.37 2.10
Te 0.63 3.42 0.40
F 2.54 3.16 -0.21
F 0.46 1.41 -1.91
F 1.02 5.40 0.65
F -0.99 3.63 1.53
O 0.50 1.47 0.68
```

Properties
- Total charge: -2
- Energy: -141321.3331 eV
- ΔE to the lowest compared entry with this formula, charge and spin: 3.5 kJ/mol

Results of the Löwdin charge analysis, in e, for atoms 1 through 6: 1.09 -0.04 -0.14 -0.56 -0.03 -0.06



(2)
This record from the Open Molecules 2025 dataset describes a structure of composition C10H9F3N2O7SW in a non-equilibrium geometry. The level of theory is wB97M-V/def2-TZVPD.

Structure (XYZ):
```
33
Properties=species:S:1:pos:R:3
W 0.06 -0.19 0.02
C 4.52 -0.98 -4.74
C 3.35 -1.45 -3.95
C 2.14 -1.79 -4.55
C 1.05 -2.19 -3.80
C 1.16 -2.21 -2.42
C 2.36 -1.90 -1.78
C 3.45 -1.54 -2.55
S -0.31 -2.47 -1.45
O 0.22 -2.23 -0.02
O -1.09 -3.60 -1.72
N -0.99 -0.98 -1.43
C -2.14 -0.28 -1.99
C -2.38 0.91 -1.03
O -3.34 1.57 -0.99
O -1.25 1.08 -0.23
H 4.33 -1.01 -5.81
H 5.40 -1.58 -4.52
H 4.79 0.04 -4.46
H 2.06 -1.76 -5.63
H 0.12 -2.48 -4.29
H 2.50 -2.04 -0.71
H 4.40 -1.36 -2.07
H -3.03 -0.91 -2.05
H -1.92 0.14 -2.97
F 1.65 2.72 0.42
C 1.35 1.58 0.78
F 1.01 0.67 -1.35
F 2.46 0.88 0.78
O -1.45 -0.91 1.37
N -0.60 -1.21 2.27
O -0.79 -1.81 3.25
O 0.58 -0.72 1.92
```

Properties
- Total charge: +2
- Energy: -48618.0117 eV

Results of the natural (NBO) charge analysis, in e, for atoms 1 through 6: 2.21 -0.66 0.10 -0.18 -0.15 -0.41



(3)
This record from the Open Molecules 2025 dataset describes the molecule C10H9N in a non-equilibrium geometry. The level of theory is wB97M-V/def2-TZVPD.

Structure (XYZ):
```
20
Properties=species:S:1:pos:R:3
C 0.10 2.47 -2.12
C -0.43 1.17 -2.53
C -0.49 0.16 -1.63
C -0.02 0.27 -0.36
C 0.59 1.57 0.03
C 0.58 2.61 -0.86
C -0.09 -0.78 0.62
C -0.83 -1.98 0.57
C -0.56 -2.73 1.77
C 0.39 -1.99 2.45
H 0.10 3.25 -2.70
H -0.80 1.09 -3.77
H -1.11 -0.78 -1.85
H 1.06 2.00 1.09
H 1.09 3.42 -0.63
H -1.58 -2.05 -0.15
H -1.03 -3.66 2.27
H 0.91 -2.08 3.42
H 1.44 -0.29 2.16
N 0.65 -0.78 1.79
```

Properties
- Total charge: 0
- Energy: -12003.5945 eV
- ΔE to the lowest compared entry with this formula, charge and spin: 251.4 kJ/mol

Results of the natural (NBO) charge analysis, in e, for atoms 1 through 6: -0.20 -0.18 -0.23 -0.05 -0.19 -0.23



(4)
This record from the Open Molecules 2025 dataset describes the molecule C10H9NS2 in a non-equilibrium geometry. The level of theory is wB97M-V/def2-TZVPD.

Structure (XYZ):
```
22
Properties=species:S:1:pos:R:3
C 2.07 2.31 0.13
C 1.06 2.42 1.01
C 1.89 1.59 -1.05
C -0.11 1.74 0.89
C 0.74 0.86 -1.24
C -3.19 -1.55 -0.52
C -0.32 0.86 -0.22
C -1.54 0.23 -0.42
C -4.71 0.39 0.67
C -1.01 -2.03 -0.02
N -1.93 -0.96 -0.45
S -5.71 1.64 0.94
S -4.61 -0.74 -0.52
H 2.98 2.74 0.25
H 1.14 3.12 1.82
H 2.66 1.58 -1.77
H -0.80 1.71 1.82
H 0.56 0.29 -2.17
H -3.20 -2.62 -0.73
H -1.15 -2.51 0.94
H -1.23 -2.71 -0.80
H -0.04 -1.70 -0.24
```

Properties
- Total charge: 0
- Energy: -33669.3764 eV
- ΔE to the lowest compared entry with this formula, charge and spin: 664.6 kJ/mol

Results of the natural (NBO) charge analysis, in e, for atoms 1 through 6: -0.25 -0.19 -0.19 -0.22 -0.24 -0.28



(5)
This record from the Open Molecules 2025 dataset describes a structure of composition C11H10AlBrNS in a non-equilibrium geometry. The level of theory is wB97M-V/def2-TZVPD.

Structure (XYZ):
```
25
Properties=species:S:1:pos:R:3
C 2.22 -0.46 -0.26
C 3.05 0.34 0.54
C 3.12 -0.27 1.84
H 3.59 1.23 0.26
C 2.24 -1.43 1.83
C 1.69 -1.53 0.55
H 1.01 -2.30 0.21
H 2.01 -0.30 -1.31
H 3.73 0.06 2.67
H 2.05 -2.05 2.69
Al 0.99 0.42 1.38
Br -0.41 1.35 -0.14
C -4.00 0.63 -1.34
C -3.85 -0.78 -1.57
C -3.06 -0.96 -2.74
H -4.27 -1.57 -0.96
C -2.71 0.33 -3.24
C -3.29 1.32 -2.38
H -3.22 2.39 -2.49
H -4.55 1.09 -0.53
H -2.77 -1.91 -3.18
H -2.12 0.54 -4.12
S 3.69 1.60 5.20
C 2.80 1.25 4.00
N 2.07 1.01 3.08
```

Properties
- Total charge: -1
- Energy: -100533.8675 eV
- ΔE to the lowest compared entry with this formula, charge and spin: 230.7 kJ/mol

Results of the natural (NBO) charge analysis, in e, for atoms 1 through 6: -0.34 -0.45 -0.23 0.25 -0.42 -0.39



(6)
This record from the Open Molecules 2025 dataset describes the molecule C11H10Cl2N2 in a non-equilibrium geometry. The level of theory is wB97M-V/def2-TZVPD.

Structure (XYZ):
```
25
Properties=species:S:1:pos:R:3
C 0.28 -1.82 -0.16
C 1.44 -1.53 1.85
C -0.83 -2.24 0.55
C 0.17 -1.72 2.52
C 1.51 -1.56 0.46
C 1.22 1.70 0.07
C 0.15 1.31 -0.90
C 2.43 1.17 0.14
C 0.48 0.73 -2.06
C 2.64 -1.15 -0.24
C -1.25 1.46 -0.39
N -0.92 -2.06 1.86
N 3.02 0.01 -0.48
Cl 3.72 1.86 1.02
Cl 3.59 -2.44 -0.91
H 0.23 -1.80 -1.22
H 2.27 -1.41 2.48
H -1.71 -2.56 -0.06
H 0.11 -1.60 3.64
H 1.05 2.59 0.62
H 1.44 0.58 -2.47
H -0.20 0.72 -2.76
H -1.20 1.79 0.68
H -1.64 0.41 -0.44
H -1.82 2.05 -1.04
```

Properties
- Total charge: 0
- Energy: -39591.5425 eV
- ΔE to the lowest compared entry with this formula, charge and spin: 256.5 kJ/mol

Results of the natural (NBO) charge analysis, in e, for atoms 1 through 6: -0.21 -0.21 0.03 0.05 -0.13 -0.30



(7)
This record from the Open Molecules 2025 dataset describes a structure of composition C11H10FeN2O4 in a non-equilibrium geometry. The level of theory is wB97M-V/def2-TZVPD.

Structure (XYZ):
```
28
Properties=species:S:1:pos:R:3
Fe 0.06 -0.62 0.08
O -2.74 -1.28 0.91
C -1.61 -1.09 0.62
C 1.80 -0.88 -0.32
O 2.95 -0.77 -0.54
C -0.97 -1.34 -1.26
O -1.62 -1.68 -2.18
C 0.66 -0.98 1.69
O 1.10 -1.02 2.77
C -0.02 -5.61 0.51
H -0.14 -5.67 1.60
H -0.89 -5.68 -0.14
C 1.22 -5.50 0.00
H 1.39 -5.45 -1.08
H 2.08 -5.45 0.66
N -0.35 5.35 -0.54
C -0.27 4.01 -0.36
C 0.10 3.14 -1.41
C 0.20 1.78 -1.18
N -0.14 1.25 0.02
C -0.57 2.04 1.04
C -0.58 3.43 0.91
H -0.17 5.76 -1.45
H -0.61 5.96 0.23
H 0.32 3.54 -2.39
H 0.53 1.10 -1.95
H -0.87 1.58 1.99
H -0.85 4.07 1.74
```

Properties
- Total charge: +3
- Energy: -57088.3726 eV
- Expectation value of S²: 8.8477
- ΔE to the lowest compared entry with this formula, charge and spin: 0.0 kJ/mol
- Spin multiplicity: 6

Results of the natural (NBO) charge analysis, in e, for atoms 1 through 6: 0.33 -0.33 0.34 0.56 -0.31 0.35



(8)
This record from the Open Molecules 2025 dataset describes a cluster of 2 separate species, C11H10INOS in total in a non-equilibrium geometry. The level of theory is wB97M-V/def2-TZVPD.

Structure (XYZ):
```
25
Properties=species:S:1:pos:R:3
C 3.07 -1.16 -0.52
C 3.39 0.10 -0.08
C 0.04 1.47 0.34
C 1.14 0.57 0.17
C 1.78 -1.70 -0.56
C 0.74 -0.77 -0.16
C -1.12 0.81 0.15
C -4.59 0.84 0.18
C -3.75 1.77 0.57
C 0.21 2.88 0.80
C 0.40 -3.56 -0.64
N 2.41 1.00 0.22
O 1.69 -3.03 -0.86
S -1.01 -0.86 -0.26
I -3.68 3.69 1.10
H 3.77 -1.94 -0.92
H 4.47 0.48 -0.12
H -5.74 0.86 0.36
H -4.23 -0.09 -0.37
H 1.14 3.07 0.35
H -0.47 3.38 0.27
H 0.09 2.98 1.85
H 0.57 -4.60 -0.52
H -0.36 -3.30 -1.54
H 0.05 -2.91 0.16
```

Properties
- Total charge: 0
- Energy: -34035.6536 eV

Results of the natural (NBO) charge analysis, in e, for atoms 1 through 6: -0.33 0.05 -0.18 0.16 0.35 -0.32



> energy of number 5 (C11H10AlBrNS)?

-100533.8675 eV